The following is a DFT calculation (the ωB97M-V functional and the def2-TZVPD basis) of the molecule C5H7N.

Each line ends with the Mulliken charge.
CARTESIAN COORDINATES (ANGSTROEM)
C -1.55 -0.54 -0.14  -0.73
N -0.65 -0.15 0.94  -0.17
C -0.03 1.18 1.03  -0.38
C 0.69 -0.08 0.85  0.56
C 1.75 -0.76 0.38  -0.28
C 1.81 -0.51 -0.93  -0.67
H -1.47 -1.61 -0.35  0.28
H -1.34 0.01 -1.08  0.30
H -2.56 -0.31 0.18  0.29
H -0.11 1.81 0.14  0.24
H -0.07 1.68 1.98  0.23
H 1.10 0.24 -1.31  0.05
H 2.42 -0.97 -1.69  0.27

Computed properties:
Total charge: 0
Calculated total energy in eV: -6783.2660
Relative energy (zero: lowest compared OMol25 entry of this formula, charge and spin) in kcal per mole: 120.99



The following is a DFT calculation (the ωB97M-V functional and the def2-TZVPD basis) of the molecule C4H7NO.

Each line ends with the Mulliken charge.
CARTESIAN COORDINATES (ANGSTROEM)
O 2.29 1.97 -1.14  -0.48
C 1.23 1.53 -0.78  0.02
C 1.02 0.44 0.28  -0.47
N -0.29 -0.06 0.03  -0.02
C -0.83 -1.30 -0.38  -0.52
C -1.39 -0.53 0.79  -0.46
H 0.26 1.85 -1.21  0.35
H 1.07 0.92 1.27  0.31
H 1.84 -0.29 0.23  0.31
H -0.34 -2.25 -0.15  0.24
H -1.31 -1.28 -1.36  0.24
H -2.29 0.07 0.67  0.23
H -1.26 -0.95 1.78  0.26

Computed properties:
Total charge: 0
Calculated total energy in eV: -7796.7692
Relative energy (zero: lowest compared OMol25 entry of this formula, charge and spin) in kcal per mole: 66.30



The following is a DFT calculation (the ωB97M-V functional and the def2-TZVPD basis) of the molecule C24H21NO4.

Each line ends with the Mulliken charge.
CARTESIAN COORDINATES (ANGSTROEM)
O -2.91 2.11 -0.01  -0.76
C -1.92 2.40 -0.68  0.54
C -1.98 2.54 -2.13  0.70
C -0.94 3.09 -2.89  -0.07
C -1.00 3.14 -4.26  -1.09
C -2.11 2.62 -4.93  -0.43
C -3.15 2.09 -4.21  -0.65
C -3.12 2.05 -2.82  0.01
O -4.18 1.54 -2.18  -0.66
H -4.02 1.62 -1.21  0.43
H -4.03 1.69 -4.71  0.44
H -2.15 2.65 -6.00  0.38
H -0.19 3.58 -4.82  0.41
H -0.08 3.52 -2.39  0.36
C -0.59 2.52 0.02  -1.04
H 0.00 3.37 -0.33  0.57
H -0.79 2.64 1.09  0.47
C 0.23 1.22 -0.18  2.11
C -0.51 0.03 0.35  0.56
C -1.58 -0.67 -0.17  -0.10
C -2.10 -1.72 0.58  -1.11
C -1.56 -2.05 1.81  -0.88
C -0.46 -1.37 2.32  -0.90
C 0.07 -0.34 1.57  -0.29
N 1.19 0.46 1.83  0.24
C 1.41 1.32 0.80  -0.23
O 2.37 2.05 0.66  -0.71
C 2.17 0.22 2.86  -1.03
H 1.66 -0.21 3.72  0.49
H 2.61 1.18 3.13  0.46
C 3.28 -0.73 2.35  -1.08
C 2.68 -2.01 1.85  0.49
C 2.31 -2.13 0.52  -0.11
C 1.67 -3.28 0.07  -0.69
C 1.41 -4.31 0.95  -0.51
C 1.80 -4.21 2.27  -0.59
C 2.43 -3.06 2.72  -0.36
H 2.73 -2.98 3.75  0.42
H 1.60 -5.02 2.96  0.40
H 0.90 -5.20 0.60  0.40
H 1.37 -3.35 -0.97  0.42
H 2.51 -1.33 -0.17  0.40
H 3.97 -0.92 3.18  0.52
H 3.82 -0.22 1.55  0.37
H -0.04 -1.65 3.27  0.42
H -1.98 -2.86 2.38  0.43
H -2.94 -2.28 0.19  0.44
H -1.99 -0.41 -1.13  0.55
O 0.68 1.06 -1.50  -0.69
H 1.46 1.62 -1.62  0.53

Computed properties:
Total charge: 0
Calculated total energy in eV: -34910.3102
Relative energy (zero: lowest compared OMol25 entry of this formula, charge and spin) in kcal per mole: 1.97



The following is a DFT calculation (the ωB97M-V functional and the def2-TZVPD basis) of the molecule C24H22N4O3 at a distorted geometry.

Each line ends with the Mulliken charge.
CARTESIAN COORDINATES (ANGSTROEM)
C -9.25 -0.88 -0.81  -0.82
H -8.96 -0.43 -1.77  0.33
O -8.27 -1.77 -0.34  -0.47
C -7.02 -1.28 -0.07  0.76
C -6.10 -2.22 0.39  -0.60
C -4.81 -1.84 0.69  -0.81
C -4.42 -0.51 0.52  -0.11
C -5.34 0.44 0.07  0.00
C -6.64 0.04 -0.23  -0.01
H -7.34 0.79 -0.57  0.43
C -4.95 1.90 -0.01  -1.25
H -5.07 2.32 0.99  0.36
C -3.50 2.12 -0.46  -0.63
C -2.63 1.19 0.31  0.56
C -3.09 -0.03 0.75  0.88
O -2.10 -0.68 1.39  -0.30
N -0.99 0.10 1.37  -0.80
C -1.27 1.20 0.72  0.14
C -0.38 2.37 0.56  0.22
O -0.82 3.50 0.74  -0.68
N 0.91 2.21 0.18  -0.05
C 1.68 1.13 -0.24  0.43
N 2.79 1.41 -0.91  -1.13
N 3.35 0.24 -1.20  0.93
C 2.63 -0.79 -0.71  -0.70
C 1.53 -0.26 -0.08  -0.50
H 0.75 -0.77 0.44  0.62
H 2.94 -1.80 -0.84  0.45
C 4.62 0.18 -1.87  -1.24
C 5.72 -0.23 -0.92  0.87
C 6.55 -1.30 -1.20  -0.76
C 7.55 -1.67 -0.31  -0.65
C 7.73 -0.98 0.87  0.88
C 6.89 0.10 1.15  -0.69
C 5.90 0.47 0.27  -0.28
H 5.25 1.30 0.49  0.44
H 7.02 0.65 2.07  0.39
C 8.81 -1.36 1.84  -1.39
H 8.40 -1.51 2.84  0.34
H 9.31 -2.28 1.53  0.34
H 9.56 -0.57 1.91  0.31
H 8.19 -2.51 -0.55  0.30
H 6.42 -1.86 -2.12  0.31
H 4.81 1.19 -2.26  0.33
H 4.56 -0.52 -2.70  0.42
H 1.40 3.09 0.05  0.25
H -3.39 1.91 -1.53  0.28
H -3.19 3.15 -0.28  0.41
H -5.63 2.43 -0.68  0.37
H -4.09 -2.56 1.04  0.50
H -6.42 -3.24 0.51  0.46
H -10.15 -1.48 -0.96  0.24
H -9.46 -0.09 -0.09  0.32

Computed properties:
Total charge: 0
Calculated total energy in eV: -37347.0024
Relative energy (zero: lowest compared OMol25 entry of this formula, charge and spin) in kcal per mole: 72.78



The following is a DFT calculation (the ωB97M-V functional and the def2-TZVPD basis) of the molecule C23H27N3O6S at a distorted geometry.

Each line ends with the Mulliken charge.
CARTESIAN COORDINATES (ANGSTROEM)
C 4.05 4.60 -2.90  -1.03
C 3.35 3.51 -3.70  -0.40
O 3.68 2.21 -3.25  -0.49
C 3.13 1.73 -2.10  0.65
C 3.62 0.50 -1.66  -0.50
C 3.12 -0.10 -0.53  -0.67
C 2.10 0.51 0.20  -0.45
C 1.62 1.74 -0.22  -0.26
C 2.13 2.35 -1.36  -0.62
H 1.73 3.31 -1.64  0.50
H 0.87 2.26 0.35  0.30
N 1.59 -0.10 1.36  0.49
S 1.16 -1.70 1.40  1.29
O 0.78 -1.98 2.77  -0.76
O 2.18 -2.51 0.81  -0.72
C -0.29 -1.95 0.40  1.14
C -0.37 -1.88 -0.97  0.46
O -1.56 -2.34 -1.36  -0.17
N -2.26 -2.75 -0.27  -0.68
C -1.53 -2.53 0.79  0.03
C -2.01 -2.91 2.14  -1.39
H -2.60 -3.82 2.07  0.47
H -2.65 -2.12 2.53  0.14
H -1.16 -3.05 2.81  0.33
C 0.58 -1.42 -2.02  -1.41
H 0.55 -0.34 -2.10  0.05
H 0.28 -1.85 -2.97  0.48
H 1.58 -1.73 -1.75  0.51
C 1.40 0.71 2.55  -1.06
H 2.15 1.50 2.55  0.49
H 1.56 0.06 3.42  0.57
C 0.01 1.33 2.63  0.61
O -0.19 2.52 2.52  -0.66
N -0.96 0.42 2.83  0.02
H -0.70 -0.55 2.91  0.15
C -2.36 0.78 2.75  -1.30
C -2.97 0.43 1.42  0.42
C -4.23 -0.15 1.33  -0.51
C -4.76 -0.47 0.09  -0.94
C -4.05 -0.22 -1.07  -0.38
C -2.79 0.36 -0.99  0.04
C -2.27 0.69 0.26  0.33
H -1.29 1.14 0.29  0.62
O -1.99 0.65 -2.06  -0.32
C -2.44 0.28 -3.34  -1.05
H -3.35 0.82 -3.62  0.38
H -1.64 0.57 -4.03  0.25
H -2.61 -0.80 -3.41  0.40
H -4.49 -0.48 -2.02  0.44
H -5.74 -0.92 0.03  0.36
H -4.79 -0.36 2.23  0.41
H -2.41 1.87 2.90  0.43
H -2.91 0.29 3.57  0.36
H 3.52 -1.04 -0.19  0.57
H 4.41 0.04 -2.23  0.46
H 2.27 3.65 -3.71  0.30
H 3.71 3.53 -4.74  0.32
H 3.81 5.57 -3.32  0.36
H 3.73 4.58 -1.86  0.32
H 5.12 4.46 -2.93  0.31

Computed properties:
Total charge: 0
Calculated total energy in eV: -51878.3557
Relative energy (zero: lowest compared OMol25 entry of this formula, charge and spin) in kcal per mole: 73.23



The following is a DFT calculation (the ωB97M-V functional and the def2-TZVPD basis) of a structure of composition C4H8N4 at a distorted geometry.

Each line ends with the Mulliken charge.
CARTESIAN COORDINATES (ANGSTROEM)
C 2.30 0.53 -0.47  -0.65
C -0.18 -1.67 0.10  -0.14
C -1.16 -0.53 -0.34  0.57
C -0.68 1.72 0.46  -0.89
H 1.95 1.79 -0.98  0.28
H 2.19 -0.51 -1.31  0.28
H 3.34 0.47 0.23  0.26
H -0.46 -2.87 -0.04  0.31
H -2.69 0.80 -0.49  0.27
H -1.34 2.46 -0.29  0.34
H -1.07 1.32 1.47  0.39
H 0.55 2.21 0.35  0.17
N 1.08 0.08 0.37  0.14
N 0.96 -1.27 0.43  -0.71
N -2.41 -0.20 -0.23  -0.71
N -0.21 0.54 -0.20  0.09

Computed properties:
Total charge: 0
Calculated total energy in eV: -10230.4662
Relative energy (zero: lowest compared OMol25 entry of this formula, charge and spin) in kcal per mole: 179.32



no.,HOMO-LUMO gap (eV)
1,9.141
2,9.998
3,8.501
4,8.667
5,9.074
6,8.880